21
Properties=species:S:1:pos:R:3:forces:R:3 method="wB97M-V/def2-TZVPD" de_lowest_kcal_mol=97.4 homo_ev=-7.74 lumo_energy_ev=0.45
C -1.4723 0.3148 1.7125 0.1036 0.1160 -0.2905
C 0.9452 -1.3293 0.8113 0.3016 -0.4462 -0.9271
C 0.2678 1.5138 0.5017 -0.2574 -0.2644 0.0391
N -0.4926 0.2685 0.6357 -0.5068 0.1297 -0.3246
H -1.9743 -0.6486 1.7947 0.0169 -0.0013 0.0057
H -2.2255 1.0937 1.5458 -0.0240 0.0010 0.0639
H -0.9604 0.5334 2.6515 0.0122 -0.0210 0.0083
H -0.4036 2.3641 0.3338 0.0629 0.0185 0.0502
H 1.8643 -1.5757 0.2981 0.0673 -0.2413 0.0327
H 0.3374 -2.1982 1.0270 0.0089 0.0482 -0.0749
H 1.1696 -0.7565 1.7090 -0.1531 0.2488 -0.2001
H 0.9427 1.4347 -0.3449 0.0309 -0.0301 -0.0508
H 0.8424 1.6838 1.4151 -0.0206 0.0207 -0.0053
C 0.9444 -0.6214 -2.0772 0.4972 0.4976 -0.1487
C -0.9424 -0.3011 -0.6485 0.0280 0.3781 0.4589
N 0.1507 -1.1038 -1.0977 -0.0353 -0.0117 1.2461
N 0.7295 0.4453 -2.7768 -0.0911 -0.3897 0.1510
H 1.4557 0.5660 -3.4762 0.0031 -0.0851 0.0641
H 1.8369 -1.2477 -2.2187 -0.0605 0.0741 -0.0492
H -1.2024 0.4939 -1.3550 0.0064 -0.1159 -0.0167
H -1.8132 -0.9298 -0.4411 0.0099 0.0738 -0.0322

***

21
Properties=species:S:1:pos:R:3:forces:R:3 method="wB97M-V/def2-TZVPD" de_lowest_kcal_mol=0.0 homo_ev=-18.03 lumo_energy_ev=-7.53 total_charge=+2
C -0.3659 0.1416 -0.0741 4.3318 0.9672 1.5338
C -2.5936 0.3160 0.3588 -0.8242 -0.0350 -0.0151
C -2.3710 -0.3059 -1.0377 -0.8622 -0.0929 -0.2273
C 1.8873 -0.8330 1.2294 0.2845 -0.1935 0.1647
C 1.5153 0.3843 0.4504 -4.1747 -1.0516 -1.0518
N -1.2247 0.5289 0.8211 0.0044 0.0646 0.1767
N -0.9029 -0.3438 -1.1547 -0.0476 -0.0899 -0.2279
N 2.3077 0.5142 -0.7959 0.4448 0.1954 -0.2965
H -3.1272 1.2690 0.3205 0.0967 -0.1353 -0.0494
H -3.1271 -0.3465 1.0445 0.1000 0.0395 -0.1337
H -2.7812 -1.3147 -1.1199 0.1049 0.1147 0.0307
H -2.7904 0.3055 -1.8399 0.0837 -0.0733 0.1145
H 2.9537 -0.8210 1.4668 0.0717 0.0712 0.0594
H 1.3581 -0.8760 2.1776 -0.0791 0.0811 0.0161
H 1.6807 -1.7528 0.6845 -0.0154 -0.0319 -0.0821
H 1.4763 1.3229 0.9941 0.1077 0.0837 -0.1544
H -1.0291 0.9276 1.7277 0.2341 -0.0008 -0.0949
H -0.4695 -0.7484 -1.9689 0.2835 0.0455 0.1198
H 3.2850 0.7604 -0.5511 -0.2328 -0.0741 -0.1185
H 1.9644 1.2549 -1.4266 0.0909 -0.2185 0.1325
H 2.3542 -0.3832 -1.3066 -0.0028 0.3341 0.1033

***

22
Properties=species:S:1:pos:R:3:forces:R:3 method="wB97M-V/def2-TZVPD" de_lowest_kcal_mol=137.6 homo_ev=-8.46 lumo_energy_ev=-0.28
C -0.7756 -0.9897 -0.5347 -0.0848 2.1552 1.4107
C -1.4729 -2.1535 0.1613 0.0669 0.2027 -0.1667
C -0.6348 0.2034 0.7050 -2.0527 -2.3971 -0.2102
C -1.7389 0.9105 0.9921 0.4593 -0.0998 0.1236
O 0.3862 -1.3631 -1.0821 1.9930 0.7715 -0.3943
H 1.1860 -0.4509 -1.0731 -1.6908 -1.5994 -0.4015
H -1.4351 -0.4660 -1.2468 -0.1244 -0.1693 -0.0145
H 0.0041 -0.1272 1.5162 0.1173 0.1043 0.1261
H -1.6023 -2.9615 -0.5593 -0.0023 -0.0246 0.0013
H -2.4430 -1.8432 0.5486 -0.0012 -0.0088 -0.0176
H -0.8626 -2.5238 0.9850 0.0346 -0.0044 0.0258
H -1.9800 1.2068 2.0048 0.1109 0.2596 -0.0040
H -2.4181 1.2352 0.2136 -0.1854 -0.2154 -0.0838
C 2.6376 0.2831 0.4679 -0.0527 -0.1132 0.3474
N 0.0425 1.8838 -1.2992 0.5700 -0.7815 0.8177
N 0.7398 1.3932 -0.2256 2.1950 0.3460 -1.8814
N 1.7185 0.6203 -0.6077 -1.2012 1.5523 0.4589
H 0.5852 1.9566 -2.1516 -0.2159 0.0810 0.1507
H -0.5857 2.6208 -1.0095 0.1451 -0.0520 -0.2048
H 2.6945 1.0812 1.2091 -0.0466 -0.0264 -0.0581
H 3.6231 0.1292 0.0278 -0.0758 0.0112 0.0084
H 2.3314 -0.6450 0.9581 0.0416 0.0083 -0.0337

***

23
Properties=species:S:1:pos:R:3:forces:R:3 method="wB97M-V/def2-TZVPD" de_lowest_kcal_mol=141.4 homo_ev=-7.54 lumo_energy_ev=0.63
C -0.1796 1.1331 -1.6744 0.1301 -0.1573 0.2482
N 0.1416 0.0144 -0.7765 0.2647 0.0165 0.4904
N 0.7698 -1.0144 -1.5336 -0.1875 0.2400 0.2947
C -1.3326 -0.5738 0.0791 0.2100 0.1641 1.1201
C -1.7442 -1.8459 -0.1450 0.2425 0.0532 0.1131
H 0.0543 -1.7479 -1.6124 -0.0716 -0.0123 0.0260
H 1.5078 -1.3772 -0.9223 -0.0701 0.0626 -0.0009
H -2.0509 0.2326 -0.0262 0.0825 0.0519 -0.0516
H -0.7905 0.7500 -2.4920 0.0258 -0.0387 0.0710
H -0.7383 1.9013 -1.1416 0.0049 -0.0282 0.0080
H 0.7388 1.5517 -2.0828 -0.0090 0.0214 -0.0477
H -1.1187 -2.6960 0.0943 -0.0283 0.0160 0.1244
H -2.7892 -2.0298 -0.3467 0.0800 0.0646 -0.2393
C 1.2218 1.7900 0.8068 -0.3397 -0.1031 0.2031
N -0.4294 -0.1955 1.4623 0.5945 -0.0244 -1.4038
C 0.9477 0.3121 0.5912 -0.3303 -0.6802 -0.2893
O -0.0701 -1.2674 2.2640 -0.1804 0.5388 -0.4301
O 1.8657 -0.5157 0.8338 -0.2194 0.0947 -0.1201
H 0.8615 -1.4185 1.9362 0.0645 0.0874 -0.0339
H -0.7977 0.5468 2.0563 -0.2904 -0.2687 -0.0075
H 1.6055 1.9004 1.8213 0.0435 -0.0083 -0.0580
H 0.3389 2.4221 0.6999 0.0166 -0.0145 -0.0205
H 1.9878 2.1275 0.1085 -0.0328 -0.0757 0.0038

***

22
Properties=species:S:1:pos:R:3:forces:R:3 method="wB97M-V/def2-TZVPD" de_lowest_kcal_mol=87.6 homo_ev=-12.52 lumo_energy_ev=-3.76 total_charge=+1
C -2.3587 1.3649 0.0185 -0.0200 -4.4982 -0.8343
N -0.9211 1.4670 -0.0341 1.0855 -0.3367 -0.2889
C -0.0803 0.5454 0.1009 -0.5036 -2.5093 -0.8538
N 1.2756 0.5070 -0.0424 -1.8361 2.3906 -0.8384
C 2.0742 1.7020 -0.1389 1.3161 -1.8714 1.0095
C 1.9217 -0.6688 0.3324 -1.7690 -1.0651 2.5043
C 0.8067 -1.7187 0.2306 -0.6668 1.1150 -0.9208
N -0.3953 -0.9243 0.3529 -2.2337 2.1788 -0.2052
N -1.5822 -1.4148 -0.4124 -0.5198 -1.6365 0.4457
H -2.8173 0.4946 0.6619 0.9458 1.6847 -0.0670
H -2.8516 1.0646 -0.9811 0.7446 1.4527 0.8308
H -2.5880 2.2778 0.4094 -1.9549 2.2169 0.6681
H 2.3708 1.8977 -1.1309 0.3320 0.3217 -1.2025
H 1.5836 2.5002 0.2891 -1.1574 1.8632 0.7346
H 2.9521 1.4758 0.4845 0.0333 0.5240 -0.3231
H 2.1402 -0.6182 1.4076 0.6033 -0.0448 -0.0497
H 2.7988 -0.7625 -0.2163 1.4463 -0.8781 -1.0367
H 0.7037 -2.1379 -0.7436 0.7779 -1.2205 -0.7118
H 0.6967 -2.3253 1.0737 0.9557 -1.8861 0.7436
H -1.3676 -2.0417 -1.3092 -0.2290 2.0993 1.7176
H -2.2258 -0.5399 -0.5724 1.3281 -2.0236 -0.0209
H -2.1358 -2.1450 0.2199 1.3215 2.1233 -1.3012

***

24
Properties=species:S:1:pos:R:3:forces:R:3 method="wB97M-V/def2-TZVPD" de_lowest_kcal_mol=115.6 homo_ev=-18.45 lumo_energy_ev=-9.89 total_charge=+2
C -0.0961 1.9559 -0.8095 -1.0328 -1.8140 0.9054
C 0.8748 1.5378 0.3446 2.7467 1.9272 -1.0750
C 1.5227 0.2150 0.4287 0.5868 0.6922 -0.1007
O 2.7131 0.2022 0.9040 1.1380 -1.9935 0.1637
N 0.9860 -0.8833 -0.1041 0.0460 -0.0287 -0.2435
N 1.8820 -1.9394 -0.3396 -0.0905 0.5409 0.9189
C -0.4244 -0.8838 -0.2313 1.6193 -1.5076 -0.6053
C -1.0641 -1.8933 -1.1453 0.6565 -0.8518 1.9882
N -1.1214 -0.2681 0.6526 -1.4486 -0.8325 -0.3678
N -1.1344 0.8005 1.2948 -1.5740 1.2449 1.0257
N -2.0163 0.8805 2.2165 0.2090 -2.9988 -0.2854
H 0.4214 2.7711 -1.2270 0.1691 0.5890 -1.5740
H -1.0110 2.3576 -0.4272 -0.4558 0.4240 0.5185
H -0.5141 1.1385 -1.4875 1.3548 1.1550 0.4088
H 1.7646 2.1798 -0.0260 -0.5596 -1.1866 1.0900
H 0.7839 1.9179 1.3966 -0.3217 -0.0863 -1.0174
H 3.1766 -0.7317 0.9626 -1.3861 1.9693 -0.0784
H 1.4636 -2.8212 -0.5086 -0.5006 -0.7372 -0.1027
H 2.6726 -1.7273 -0.9300 -0.3297 0.2855 -0.6571
H -2.1187 -1.7439 -1.0148 -0.5631 -0.1681 -0.4460
H -0.8115 -2.9112 -0.6776 -0.4847 1.1551 -0.4921
H -0.7150 -1.9610 -2.1597 0.1927 0.4641 -0.4391
H -2.5075 -0.0452 2.3718 0.0773 1.6205 0.5685
H -2.0306 1.6787 2.8395 -0.0489 0.1373 -0.1034

***

20
Properties=species:S:1:pos:R:3:forces:R:3 method="wB97M-V/def2-TZVPD" de_lowest_kcal_mol=121.1 homo_ev="0.32 / -2.78" lumo_energy_ev="4.35 / 4.29" total_charge=-1 spin_multiplicity=2
N -0.7693 -0.0049 0.6849 0.2921 0.5145 0.3289
C -0.7635 -1.4805 0.4726 -1.0730 0.0050 -0.1619
C 0.2579 -1.8372 -1.1431 -0.9907 -0.8336 1.9762
C 0.7135 -0.4329 -1.2410 0.2665 0.8838 -0.4628
C -0.3018 0.5966 -0.5438 0.4614 -2.3230 -0.5684
C 0.4241 1.9319 -0.4266 -1.9718 -0.1688 0.4060
H 0.3280 -0.9575 0.8409 1.4017 -0.1147 0.7166
H -1.6636 -1.6943 -0.1167 -0.8493 -0.4066 -0.6320
H -0.9827 -2.1007 1.3912 0.6525 0.6513 -0.6123
H 0.9467 -2.6065 -0.7622 -0.0522 0.3873 -0.6206
H -0.5863 -2.2265 -1.7215 0.5618 0.2787 -0.3337
H 1.6475 -0.3381 -0.6935 0.2347 -0.0009 0.1532
H 0.9399 -0.0556 -2.2526 -0.2135 -0.2130 0.1588
H -1.1496 0.5678 -1.2370 -0.1771 0.7660 -0.3876
H 0.8425 2.1387 -1.4078 0.2668 0.3810 0.0754
H -0.3641 2.6773 -0.1510 0.9858 -0.1388 -0.1381
H 1.1512 1.8225 0.3796 0.0956 0.3400 -0.2289
H -0.1418 1.2594 3.4400 -0.0051 0.0413 -0.3068
H -0.4462 1.0291 1.8991 0.4372 0.1475 0.5805
O -0.0822 1.7113 2.5886 -0.3236 -0.1970 0.0576

***

20
Properties=species:S:1:pos:R:3:forces:R:3 method="wB97M-V/def2-TZVPD" de_lowest_kcal_mol=22.3 homo_ev="1.15 / -4.66" lumo_energy_ev="3.58 / 3.43" total_charge=-1 spin_multiplicity=2
C 0.7147 -0.5120 -2.1274 0.0904 -0.4020 0.0443
N 0.5608 2.1769 -1.4155 -0.3066 0.5643 -0.2038
C 0.0540 1.2149 -0.5137 0.4370 -0.3482 0.1580
C 0.1775 -0.0847 -0.7927 0.4548 0.0400 0.5109
C 0.0051 -1.1263 0.3110 -0.0297 0.3441 -1.4548
C -0.4418 1.7060 0.8192 -0.0330 -0.0897 -0.4883
H 0.3165 0.0839 -2.9524 0.0508 0.0609 0.0644
H 1.8135 -0.4607 -2.1634 -0.0302 0.1083 -0.0619
H 0.4722 -1.5631 -2.3026 -0.0545 0.0708 -0.0750
H 1.4994 1.9965 -1.7520 -0.1590 -0.0936 0.0738
H 0.4898 3.1194 -1.0634 0.0701 -0.0270 -0.0161
H 0.7177 -0.9734 1.1167 -0.1765 0.1264 0.3341
H -1.0229 -1.1119 0.6635 0.0839 -0.3921 0.3840
H 0.2640 -2.0872 -0.1341 -0.3791 -0.1997 0.2983
H -0.8690 2.7048 0.7162 0.0443 0.1098 0.1330
H 0.3753 1.7130 1.5459 -0.0635 0.1177 0.0744
H -1.2202 1.0411 1.1820 -0.0282 -0.0201 0.2198
H -2.0755 -2.6203 3.1126 0.1319 0.0250 -0.0163
H -0.6723 -2.9288 2.5985 -0.0367 0.0361 0.0006
O -1.1589 -2.2881 3.1517 -0.0664 -0.0311 0.0205

***

20
Properties=species:S:1:pos:R:3:forces:R:3 method="wB97M-V/def2-TZVPD" de_lowest_kcal_mol=33.7 homo_ev="1.20 / -4.87" lumo_energy_ev="3.42 / 3.30" total_charge=-1 spin_multiplicity=2
C 2.7814 -0.5826 1.6066 -1.0966 1.2187 -0.7664
C 1.3355 -0.1330 1.9668 -0.4378 -0.1916 0.0762
N 0.7415 -1.2181 -0.8070 0.8542 0.1704 1.2438
C 0.3012 0.0246 -0.3325 -1.4886 0.5375 -0.9094
C 0.3861 0.4526 0.9349 1.6306 -0.3944 -0.7410
C -0.3481 0.8669 -1.4249 0.0764 -0.5157 0.6927
H 3.2698 0.1253 0.9318 -0.1266 -0.0141 -0.1927
H 3.3764 -0.5461 2.5099 0.1624 -0.7365 0.2053
H 2.6786 -1.5386 1.1015 0.7229 -0.2873 0.3363
H 1.4223 0.6497 2.7290 -0.1895 -0.5322 0.3236
H 0.8652 -1.0618 2.3261 -0.0190 0.3870 0.6714
H 0.3238 -1.6567 -1.6073 0.2031 0.4041 -0.2161
H 1.6933 -1.4210 -0.5493 -0.1705 -0.5802 -0.4145
H -0.1300 1.3627 1.1905 0.1734 0.2977 -0.0796
H 0.3928 0.9771 -2.2214 -0.0511 0.1477 -0.0310
H -1.2157 0.3624 -1.8621 -0.0645 0.1535 0.0444
H -0.6185 1.8437 -1.0223 -0.2222 -0.0396 -0.2412
H -5.3277 0.8422 -1.2302 0.0592 -0.1155 -0.3808
H -5.8970 0.3430 -2.5985 0.3446 0.1649 0.1348
O -6.0310 0.3077 -1.6414 -0.3603 -0.0744 0.2442

***

20
Properties=species:S:1:pos:R:3:forces:R:3 method="wB97M-V/def2-TZVPD" de_lowest_kcal_mol=17.5 homo_ev=-10.03 lumo_energy_ev=0.83
C -0.5631 -2.5310 -1.6861 -1.7781 2.0122 1.2084
C 0.7649 -1.9765 -1.2682 1.1688 0.2270 -1.0777
N 1.4326 -1.2393 -2.2297 0.4320 -0.0423 -0.3679
O 1.2897 -2.0901 -0.1845 -0.4768 -0.5492 0.3130
H -0.7026 -3.5738 -1.8549 0.5456 -0.8018 0.0900
H -1.0046 -1.9898 -2.5249 0.4024 -0.0679 -0.2689
H -1.2308 -2.2156 -0.8487 0.2645 -0.6432 -0.3841
H 2.4353 -1.2174 -2.1274 -0.0604 0.2867 0.3836
H 1.1500 -1.0910 -3.1837 -0.5071 -0.3879 0.1365
C -1.4653 0.9513 1.5673 0.0222 0.5102 -0.8159
C -0.0066 1.3186 1.7465 1.6599 -0.6951 1.5628
C 0.5068 2.5593 1.0572 0.2814 -0.1917 -0.0652
H -1.8141 0.7830 0.5323 0.7881 -0.2348 0.0222
H -2.0748 1.8584 1.7885 0.0784 -0.9833 0.8597
H -1.6096 0.0068 2.1014 -0.7880 0.5562 0.2828
H 0.2863 1.3571 2.8399 -1.1401 0.6696 -0.5982
H 0.7274 0.5115 1.5903 -0.6355 -0.2898 -1.0632
H 1.4938 2.7959 1.5091 -0.4954 0.1064 -0.7338
H 0.5529 2.3904 -0.0314 0.3377 0.1533 0.3484
H -0.1682 3.3923 1.2067 -0.0995 0.3653 0.1675